No. 1
DFT (ωB97M-V with the def2-TZVPD basis set) results for a cluster of 2 separate species, C4H10OS in total at a distorted geometry.

Each line ends with the Löwdin charge.
Element x y z (Å)
H  0.761  -2.479  -0.298  0.065
C  1.115  3.321  0.192  0.000
H  1.704  3.806  0.961  0.047
H  -0.916  -1.471  1.632  0.059
H  -0.022  -3.598  0.828  0.069
C  1.693  2.263  -0.373  -0.282
H  0.339  2.056  -1.645  0.075
C  -1.141  -1.786  0.613  -0.616
H  -2.125  -2.233  0.641  0.052
S  -1.331  -0.308  -0.451  0.707
H  2.344  1.578  0.154  0.114
H  -2.645  -0.172  -0.230  -0.157
H  0.140  3.703  -0.064  0.055
O  1.058  1.507  -1.317  -0.083
C  -0.192  -2.844  0.060  -0.171
H  -0.781  -3.343  -0.701  0.065

energy relative to the best compared isomer or geometry (same formula, charge and spin): 35.6 kcal per mole
DFT total energy: -631.76800 a.u.
highest occupied orbital energy: -8.9 eV

---

No. 2
DFT (ωB97M-V with the def2-TZVPD basis set) results for a cluster of 8 separate species, C5H24NO8 in total at a distorted geometry.

Each line ends with the Löwdin charge.
Element x y z (Å)
H  2.556  2.220  2.894  0.126
N  -0.143  -0.921  -0.193  0.007
C  1.134  -0.890  0.010  0.121
C  -2.516  -0.262  -1.930  -0.193
C  -2.572  1.032  -2.527  -0.255
H  -0.662  1.163  0.172  0.166
O  0.816  -0.735  4.109  -0.046
H  -3.357  -0.965  -2.241  0.139
H  3.092  -0.497  -1.780  -0.007
C  -1.082  0.027  0.333  -0.142
O  -1.095  -3.208  -1.771  -0.099
H  1.532  4.838  -0.514  0.003
O  2.758  -0.936  -2.520  -0.004
H  0.283  -1.599  2.441  0.005
H  -3.169  -0.926  0.060  0.137
O  2.535  1.335  3.445  -0.088
H  1.756  -1.664  -0.355  0.096
H  -0.656  -1.722  -0.535  0.101
O  -1.786  1.890  -2.101  0.014
H  2.923  1.544  4.286  0.037
H  0.850  -1.138  4.952  0.032
H  0.088  4.445  -0.530  0.042
H  -1.602  -0.728  -2.409  0.133
H  -1.475  -0.164  1.329  0.113
O  1.039  1.416  -1.019  -0.101
H  3.398  -1.001  -3.196  0.036
H  -0.157  -3.575  -1.663  0.092
H  -3.383  1.378  -3.244  0.146
O  -0.289  -2.128  1.914  0.023
H  1.235  2.316  -0.583  0.066
H  -2.859  0.848  -0.154  0.078
H  1.549  1.373  -1.826  0.045
H  -1.633  -4.031  -1.503  0.107
O  0.954  4.179  -0.342  0.034
C  -2.534  -0.106  -0.398  -0.122
H  1.598  -0.106  0.704  0.148
H  1.368  0.076  4.230  0.027
H  -0.495  -2.776  2.453  -0.019

energy relative to the best compared isomer or geometry (same formula, charge and spin): 108.9 kcal per mole
net charge: +1
DFT total energy: -861.24403 a.u.
highest occupied orbital energy: -12.3 eV

---

No. 3
DFT (ωB97M-V with the def2-TZVPD basis set) results for a structure of composition C28H36Cl3GeN5ORu.

Each line ends with the Löwdin charge.
Element x y z (Å)
H  -3.495  -1.183  4.406  0.121
N  0.918  -1.833  -0.883  -0.011
H  -1.459  4.454  0.309  0.110
C  2.963  -0.189  3.785  -0.209
C  -1.491  3.916  1.256  -0.136
H  -3.069  0.225  -4.721  0.121
C  1.855  0.177  0.811  -0.349
C  2.214  -1.999  -1.199  -0.149
H  -0.189  -4.885  -1.686  0.124
N  1.103  0.619  -1.891  -0.091
C  -2.130  0.535  -2.811  -0.274
Ge  2.779  -1.083  2.046  0.759
C  -2.035  -0.935  -2.491  -0.118
Cl  1.180  0.348  -4.862  0.655
H  2.316  -3.406  2.975  0.030
C  1.509  1.609  -2.504  -0.882
H  -2.249  2.132  0.201  0.093
H  -2.968  2.642  -5.308  0.116
H  -3.142  0.179  -0.432  0.122
H  1.044  2.210  2.274  0.108
C  1.643  1.698  -3.929  -1.186
H  2.841  -1.127  -1.089  0.097
H  0.375  -0.167  2.913  0.055
C  -1.550  2.670  -2.253  -0.134
H  0.351  4.966  1.822  0.119
H  -1.075  3.320  -1.528  0.086
H  5.052  -0.358  1.136  0.030
H  2.239  -5.237  -2.130  0.120
Cl  2.185  3.053  -4.784  0.654
C  0.528  -4.088  -1.534  -0.004
H  1.478  3.126  0.813  0.050
C  -1.396  -2.620  -0.901  -0.116
H  -4.255  -1.333  2.040  0.125
H  -3.712  -1.480  -0.251  0.140
H  2.473  1.073  0.626  0.007
C  -2.809  -0.995  3.592  -0.028
C  -2.585  2.290  -4.360  -0.043
N  -1.622  1.380  -1.924  0.074
C  -2.825  -0.834  -0.177  -0.128
C  -0.154  4.019  1.996  -0.125
C  0.659  2.835  1.463  -0.191
H  1.931  -3.349  1.254  0.005
H  -1.901  1.913  1.935  0.121
H  3.435  0.785  3.653  0.028
N  -1.045  -0.545  1.478  0.024
C  -0.652  -0.446  2.759  -0.137
Cl  1.979  3.210  -1.672  0.542
C  2.729  -3.197  -1.646  -0.033
H  -1.929  -3.268  -1.608  0.136
C  -2.648  0.948  -4.034  -0.016
H  0.798  -2.680  2.438  0.005
H  5.206  -1.844  2.079  0.029
C  0.077  -2.846  -1.101  -0.235
C  4.591  -1.325  1.343  -0.203
H  2.025  -0.051  4.321  0.007
H  -2.928  -1.462  -2.856  0.137
C  1.853  -2.802  2.194  -0.194
C  -1.597  2.426  1.016  -0.189
H  3.782  -3.271  -1.880  0.119
H  3.616  -0.796  4.413  0.028
H  -1.917  4.227  -3.679  0.114
C  -2.334  -0.836  1.247  -0.254
C  -2.009  3.173  -3.457  -0.034
C  -3.231  -1.082  2.280  0.000
H  -0.312  3.915  3.070  0.116
N  -1.771  -1.226  -1.087  -0.203
H  4.591  -1.916  0.427  0.004
H  -1.099  -0.567  4.840  0.119
H  -2.325  4.300  1.841  0.123
H  -1.691  -2.957  0.096  0.138
C  -1.485  -0.660  3.835  -0.027
C  1.871  -4.277  -1.792  -0.032
H  -1.178  -1.320  -3.056  0.131
O  -0.251  2.039  0.662  -0.305
Ru  0.325  0.065  -0.132  1.197

spin multiplicity: 2
energy relative to the best compared isomer or geometry (same formula, charge and spin): 10.9 kcal per mole
expectation value of S²: 0.77
net charge: +1
DFT total energy: -4989.68823 a.u.
highest occupied orbital energy (spin up / spin down): -9.6 / -10.2 eV

---

No. 4
DFT (ωB97M-V with the def2-TZVPD basis set) results for the molecule C6H10N2 at a distorted geometry.

Each line ends with the Löwdin charge.
Element x y z (Å)
C  -0.923  1.547  0.127  -0.182
N  -1.810  -1.217  -0.089  0.081
H  -1.307  1.559  -0.906  0.109
H  0.812  1.575  -1.247  0.193
C  -1.282  0.031  0.506  -0.168
N  2.013  -0.493  -0.482  0.094
H  -1.460  2.417  0.752  0.157
H  1.433  -0.142  1.654  0.115
H  2.661  0.220  -0.357  0.057
H  -1.665  -1.831  0.665  0.083
C  0.463  1.450  -0.037  -0.181
C  0.645  -0.049  -0.257  -0.556
H  -1.059  -0.360  -1.658  0.109
H  1.390  -1.883  0.940  0.142
C  1.289  -0.765  0.760  -0.191
C  -0.667  -0.744  -0.757  -0.154
H  -0.627  -0.292  1.405  0.133
H  1.251  1.889  0.708  0.159

energy relative to the best compared isomer or geometry (same formula, charge and spin): 191.6 kcal per mole
DFT total energy: -343.83140 a.u.
highest occupied orbital energy: -8.5 eV